[1]
ORCA calculation (ωB97M-V/def2-TZVPD) on a 11-piece molecular cluster, C58H66O2S2 overall.

Geometry as ORCA input:
```
! RIJCOSX wB97M-V def2-TZVPD def2/J DEFGRID3
* xyz 0 1
C 1.59839 1.51366 -6.41679
O 1.56839 -1.22834 -0.96579
H 3.42239 0.69166 6.47321
C -3.72561 -0.56834 4.62521
H 3.46939 -1.34434 5.16721
H 1.82639 -6.20534 5.17421
H 5.38939 2.77666 -4.86079
H 3.44439 -2.68234 2.08121
C 0.64739 3.89966 2.39221
C 1.55339 -4.17234 -2.63279
H -0.02561 2.34966 4.85221
H -3.33761 -1.29734 2.68621
C -0.49761 -5.33434 1.94721
C -2.24661 -2.55534 4.06221
H -6.96061 1.87966 1.92821
H 1.86439 2.38866 -5.92679
H 1.62339 3.95666 2.50021
C -1.60761 5.18166 1.92421
H -0.76361 3.07366 -5.00779
H 3.49139 1.26166 -1.08679
H 0.06439 1.02966 -2.18079
C -0.18761 0.82566 -1.04179
C 0.02639 3.58266 -2.99279
H -1.37661 0.99466 -0.96079
C 0.36339 0.07466 4.10821
C 3.99939 -2.59834 1.14921
C 4.08639 4.22566 -3.64179
C 4.43239 1.87866 -3.17879
H 4.26239 -1.25834 -1.45179
H 0.91639 -1.16634 1.86021
H -0.52261 -0.04134 3.47221
C -0.91861 3.42666 -4.04779
H 1.27839 1.65166 -8.52179
C -0.54361 -5.53234 -2.59979
H 4.88739 0.93266 -3.39479
C 4.99539 -1.13534 -0.83479
H 1.05039 3.45666 -3.17679
H 0.25139 1.75666 3.22521
S 4.22939 -0.81034 0.81221
H 1.87139 2.35466 6.33521
C -1.94361 -2.70634 5.42221
H 0.36839 1.40766 -0.62079
C 2.59639 0.47666 5.80021
H 0.59239 0.24766 1.25621
C 0.08339 -0.62634 1.26821
H 1.01639 -5.84434 -5.61179
S 0.17639 -0.91934 -0.49379
H 0.77239 -1.33734 -4.52979
C 0.59139 -1.14934 -6.67179
C -2.38761 3.89866 -3.86679
H 1.10239 -1.76834 3.84021
C 3.10539 3.32166 -1.54479
H -4.63461 2.14366 1.34121
H -0.86061 -0.46834 1.64121
H 0.62839 -0.81434 -8.90779
H 5.64839 -2.06634 -0.85979
C 1.27939 -4.58834 3.46421
C -3.14761 -1.37034 3.56921
O 5.35039 -0.26134 1.59021
H 0.26739 -4.67834 -0.84779
C -7.50461 1.83466 -0.13979
C 0.74739 -0.46634 -7.92679
C -2.75461 4.45766 -2.63879
C 2.72339 -0.54834 4.95121
C -0.10161 2.73766 2.94121
C -1.81861 4.65366 -1.63379
C -4.80961 2.35566 -0.65579
C 3.50239 2.04066 -1.89679
H -2.56861 -1.77434 7.48921
C -0.49961 4.24066 -1.78979
H -3.22961 3.53066 -4.42979
C 1.38939 -0.87134 4.09221
C -2.23561 4.07166 2.38821
C 0.96239 -5.75834 4.46621
H 5.49839 -0.20134 -0.95579
C 0.58939 1.36466 4.90521
H -1.52261 -7.12434 2.49521
C -5.29661 2.03766 0.70521
H 0.87039 -3.74334 1.64621
H -0.16561 -7.60434 4.52921
H -3.42561 3.90466 2.44721
H -8.64861 1.75266 0.19221
C 1.73239 -4.57434 -4.05179
C 4.68639 2.97466 -3.96079
C 1.31339 0.98166 -7.65579
H 0.34039 -2.25834 -6.76379
C 3.42439 4.57466 -2.49079
C -3.49661 -0.68734 5.97121
C -0.31561 -5.96734 -4.05779
C 0.57739 -4.44634 2.28921
H -3.89161 4.63566 -2.62879
C 1.54239 0.54566 -5.17879
H 3.34139 -3.22734 0.42621
H -1.58961 -5.91534 -2.17779
C -6.58261 1.79866 0.95321
C 0.77139 -5.40334 -4.69779
H -3.67961 2.76166 -0.77179
H 2.66439 -4.33634 -4.60979
C 1.63739 1.54366 5.84721
H 0.39739 5.90966 1.38821
C -5.72861 2.16966 -1.73079
C 0.96439 -0.72134 -5.37179
H 3.02439 5.57066 -2.62879
C -7.11061 1.94566 -1.45179
C -2.63361 -1.68834 6.43421
C -0.64961 -6.49234 2.74021
H 4.42039 4.98366 -4.37579
C -0.05161 5.06466 1.89821
H -0.81561 -6.65434 -4.55479
H -8.08261 2.23566 -2.18279
H 4.93839 -2.91934 1.21021
H 2.29839 -3.46734 -2.19079
H -1.75461 -3.10134 3.33521
H -2.25561 5.04066 -0.73079
H -1.43761 -3.57334 5.88321
C 0.12939 -6.72334 3.90821
H 2.39339 3.56566 -0.55179
H -4.50361 0.12366 4.36421
H -5.43261 2.23466 -2.75779
H -4.14661 -0.09134 6.63221
H 0.09739 4.38366 -1.00479
H 2.13339 -3.98834 3.72421
C -1.51061 2.89866 3.01321
H -2.04461 6.12766 1.52821
H 1.74939 0.79966 -4.00679
H -2.17561 2.22666 3.51821
C 0.39539 -4.77334 -1.89779
H -1.28961 -5.10734 1.14321
*
```

Calculated values
LUMO level = 0.43 eV
orbital gap = 9.03 eV
relative energy (zero: lowest compared OMol25 entry of this formula, charge and spin) = 0.0 kJ/mol
energy = -86958.27267 eV

[2]
ORCA calculation (ωB97M-V/def2-TZVPD) on C9H11NO2S as an isolated structure.

Geometry as ORCA input:
```
! RIJCOSX wB97M-V def2-TZVPD def2/J DEFGRID3
* xyz 0 1
H -3.67695 -1.71373 -0.81389
C 4.45638 0.12201 0.01591
C 0.21190 1.78382 0.16121
H 5.47661 -0.45440 -0.36179
H -2.69433 -0.60652 -1.64503
H 4.90388 0.57280 1.09392
H -0.93524 -2.23222 -0.40325
C 1.59935 1.51861 0.31410
H 1.05623 -1.84079 -0.39230
C -2.88824 -0.93050 -0.62340
C -3.72208 -0.01335 0.18098
N -1.60851 -1.49921 -0.03649
O -4.49331 0.80101 -0.15642
H -2.82266 -0.98370 1.55511
H -0.12559 2.84324 0.12658
C -0.81152 0.85842 -0.00313
C -0.56168 -0.45218 -0.17445
H -1.66715 1.55467 -0.36406
O -3.87425 -0.65719 1.41872
H 2.39560 2.15688 0.28059
H 4.01809 1.04996 -0.67476
S 3.13020 -1.08229 0.34158
C 1.86935 0.01798 0.29010
C 0.76388 -0.81331 -0.12986
*
```

Calculated values
LUMO level = 0.45 eV
orbital gap = 8.73 eV
relative energy (zero: lowest compared OMol25 entry of this formula, charge and spin) = 480.4 kJ/mol
energy = -25927.29693 eV

[3]
ORCA calculation (ωB97M-V/def2-TZVPD) on C4H4ClF3N2 as an isolated structure.

Geometry as ORCA input:
```
! RIJCOSX wB97M-V def2-TZVPD def2/J DEFGRID3
* xyz 0 1
N 1.40039 0.56449 0.03384
C -0.00389 -1.43585 0.22353
F 2.77326 1.08228 1.66976
Cl 1.09325 -2.87809 0.18793
C 0.64893 -0.31884 -0.50686
N 1.49738 1.06358 1.14484
C -2.38489 0.89268 0.41185
F 0.46631 -0.28588 -1.80765
H -0.91556 -1.72172 -0.29757
C -2.07823 0.95093 -0.74134
H -2.66889 0.85502 1.42264
F 2.18606 1.40707 -1.25244
H -0.19561 -1.19043 1.26867
H -1.81852 1.01477 -1.75719
*
```

Calculated values
LUMO level = -1.07 eV
orbital gap = 9.06 eV
relative energy (zero: lowest compared OMol25 entry of this formula, charge and spin) = 574.5 kJ/mol
energy = -27859.59516 eV

[4]
ORCA calculation (ωB97M-V/def2-TZVPD) on C14H22ClN2O2 as an isolated structure.

Geometry as ORCA input:
```
! RIJCOSX wB97M-V def2-TZVPD def2/J DEFGRID3
* xyz 1 1
C 4.21496 -1.22322 -0.94000
H 1.52194 2.52980 -0.10468
H -0.50155 1.73772 -2.63060
H -1.06125 -0.95792 -2.06354
H -1.25491 -2.87347 -0.64922
C 1.77388 -0.31664 0.64407
C 3.11545 -2.07954 -0.79818
H -2.35128 0.52477 -2.01002
C -2.70753 -1.52662 -0.11801
H -1.08234 -0.44648 0.60066
H -2.53917 2.64125 -0.92386
H -2.51589 -3.50321 0.24790
C 3.06879 0.42077 0.64392
H -0.46227 -3.28057 1.46585
C 0.50982 2.20831 0.55850
H -3.40405 -1.13412 1.06588
C 0.54376 1.32787 1.71150
H 0.99396 -2.01485 -0.29693
H 1.38749 1.37097 2.24061
H 3.10894 1.21460 0.99435
H -1.96074 3.32883 0.74541
C 1.88638 -1.80330 -0.20975
O -0.97420 -2.43910 1.29626
O 0.64100 -0.02321 0.94354
C -1.73630 -2.53163 0.09400
H 0.28704 3.27759 1.08531
H 5.15436 -1.80440 -1.08120
H -0.30287 1.28983 2.22289
C -1.98858 2.38253 -0.15658
N -1.93546 -0.23158 -0.05011
C -2.59079 1.06304 0.34464
H 0.51980 0.77456 -1.35432
C -1.58394 0.22823 -1.59861
H 2.93078 -3.07714 -1.20770
H -2.48950 0.98614 1.38254
N -0.53411 2.16336 -0.47970
C -0.46648 1.44173 -1.51561
C 4.16332 -0.14419 0.16837
H -3.62125 1.02556 0.43677
Cl 5.69679 0.82511 0.07770
H -3.45401 -1.35134 -0.78203
*
```

Calculated values
LUMO level = -2.72 eV
orbital gap = 7.83 eV
relative energy (zero: lowest compared OMol25 entry of this formula, charge and spin) = 1524.7 kJ/mol
energy = -34450.18490 eV

[5]
ORCA calculation (ωB97M-V/def2-TZVPD) on C11H14O2 as an isolated structure.

Geometry as ORCA input:
```
! RIJCOSX wB97M-V def2-TZVPD def2/J DEFGRID3
* xyz 0 1
C 1.73305 -0.37677 -0.06522
H 0.55776 -4.14958 0.06489
O 2.86303 -1.17166 0.19400
C -0.42477 1.27394 -0.80987
H 2.64988 -0.31471 2.15299
H 2.94385 1.26913 -0.54617
C -1.61270 2.08750 -1.02345
C 3.03395 -1.28870 1.56399
H -1.71157 -0.42227 -0.37385
H -3.26687 2.66416 1.54741
H -1.60596 2.93325 -1.82686
C 1.91100 0.91179 -0.51729
C 0.86322 1.77513 -1.01057
H 2.39997 -2.32756 1.94328
H 0.97124 2.76376 -1.31444
O 0.13553 -2.16803 0.41386
H 4.15318 -1.53482 1.73990
C 0.48926 -3.10849 -0.55266
C -2.78178 2.06943 -0.45006
H 1.54811 -3.14366 -0.99037
H -4.72234 1.30421 0.62702
H -0.35339 -3.10405 -1.45354
H -3.48186 2.77524 -0.87950
C -0.62617 0.00804 -0.37460
C -3.37508 1.59712 0.84426
H -2.69802 0.49231 1.01758
C 0.40749 -0.81472 0.07928
*
```

Calculated values
LUMO level = 0.72 eV
orbital gap = 9.28 eV
relative energy (zero: lowest compared OMol25 entry of this formula, charge and spin) = 631.1 kJ/mol
energy = -15722.82623 eV

[6]
ORCA calculation (ωB97M-V/def2-TZVPD) on C35H48Cl2NO2P3W as an isolated structure.

Geometry as ORCA input:
```
! RIJCOSX wB97M-V def2-TZVPD def2/J DEFGRID3
* xyz 2 3
P 2.84669 -3.05736 -1.17901
H 2.01316 -2.72778 5.61546
C 0.98833 -2.84783 7.50389
H 1.25418 1.76016 -5.15317
H 0.64097 -3.91793 -1.09280
C -0.33939 1.42655 -3.74670
C -0.35894 0.58063 -6.02261
H 4.08641 -3.62506 0.78886
H 2.32505 -2.44618 -3.44011
H -1.46384 2.00114 -0.09152
C -5.05936 0.58386 -2.58247
P 3.27580 2.31355 0.60251
H 1.77040 -3.35048 8.11249
H 5.23046 2.29121 -0.82538
H -3.15270 -0.37969 -4.34482
H 3.45586 3.46670 2.72137
C -2.18924 0.11833 -4.50536
H -0.88856 -0.63037 7.44129
C 0.13727 -0.43385 7.05759
H 4.82079 3.85138 1.64103
H 4.98718 -2.48971 -0.25192
H -4.72899 -3.10278 -1.51574
H -2.08252 -0.56134 -6.55496
H 0.13174 0.49674 -6.98917
H -0.56894 -1.09520 -2.35099
C -4.61994 5.19913 -2.77626
Cl 0.45156 2.32693 2.43734
H 4.06585 1.00111 -1.25782
C 1.13908 -1.29045 7.77849
C -0.77496 1.03342 -0.50630
H -4.03699 4.93420 -4.82111
H -5.20964 6.12961 -2.97802
N -0.04925 -2.97283 5.25897
C -3.09943 2.83721 -2.25873
H -2.70948 2.92466 -4.40444
H 0.17135 2.01948 -2.96169
C 1.14465 -3.23454 6.06669
H 1.19097 -0.63343 5.17611
C -3.76473 3.53636 -1.24038
H 1.81470 -5.16459 -1.63854
C 0.29064 1.31275 -4.97525
C 2.49319 -1.05952 0.67947
H 4.05375 -2.14794 -3.04419
C 4.17102 3.05755 2.01126
C 2.57256 3.69561 -0.34181
P -2.29169 1.20581 -1.81205
H -2.88815 -1.52613 -1.08320
C 0.14344 -0.59413 5.52347
H 2.12328 3.32750 -1.27206
C -1.58954 0.00947 -5.73552
C -0.61995 -1.73740 5.03782
H -5.25626 1.62003 -2.87780
H 4.76827 2.28713 2.50070
O 0.04023 -1.59928 -1.80731
H 1.33393 -4.31400 6.01862
C 0.59106 0.52559 -0.54394
H 4.86688 -4.21420 -0.70568
H 1.58700 -0.40647 -2.31536
H 0.35428 0.62651 7.31761
H 3.36677 4.41481 -0.59323
H -7.04605 0.02004 -3.28606
C -3.96852 4.53582 -3.81582
C -4.83465 -2.06737 -1.82333
C 2.12611 -1.50521 -0.60220
H -0.44343 -3.76366 4.74660
C 1.14381 -0.71786 -1.40442
H 3.10863 -1.62575 1.30629
W 1.67261 0.79408 1.25091
H 3.48184 -3.82388 -3.35609
C -6.12349 -0.31403 -2.81670
H 1.04907 -1.13758 8.87843
C 3.21160 -2.84251 -2.93156
C -3.78681 -1.14821 -1.60207
H -5.00185 5.22383 -0.66011
C -3.21497 3.37185 -3.54126
C 4.33519 -3.37119 -0.24785
H 1.80377 4.20011 0.24908
C 4.54401 1.53153 -0.42644
H 2.17418 -1.01445 7.49065
C -3.85466 0.18188 -1.99668
Cl 2.78679 0.17084 3.33139
H -0.26699 0.33964 5.08762
C -1.56288 0.84181 -3.45913
H 0.01431 -3.16039 7.92084
H -6.84202 -2.37375 -2.62626
H 5.10524 0.80929 0.17566
H 1.71574 -4.72527 0.09343
C -6.00432 -1.63593 -2.44306
O -1.69688 -1.67953 4.43638
C 1.63244 -4.34972 -0.92836
C -4.51015 4.69910 -1.48804
H -3.70395 3.18180 -0.20550
*
```

Calculated values
LUMO level (spin up / spin down) = -6.52 / -6.77 eV
orbital gap (spin up / spin down) = 6.03 / 5.77 eV
energy = -97379.74250 eV

[7]
ORCA calculation (ωB97M-V/def2-TZVPD) on C35H39F6N6OPPtSTe as an isolated structure.

Geometry as ORCA input:
```
! RIJCOSX wB97M-V def2-TZVPD def2/J DEFGRID3
* xyz 2 1
N 0.60960 -0.30891 -1.27521
C 1.31897 2.95607 -1.34593
C -4.55073 0.29901 -0.74534
H 3.64341 -1.33937 7.27324
C 1.49886 5.31140 -1.93091
C -1.41317 3.50202 2.42761
H 0.35011 -3.65713 3.86986
C 2.08088 4.08430 -1.56416
C 1.89450 -0.83472 2.83958
Pt -1.38098 0.10905 -1.23764
H -4.71730 -0.70850 -0.38203
C -0.06343 3.05947 -1.50921
C 4.20397 -1.60003 6.37218
N -1.99516 4.07269 -1.92562
H -2.68762 4.75517 -2.18232
C -0.07190 3.51264 2.07232
F -6.03167 -4.62909 -1.23611
H 5.54624 -1.30309 -1.02103
C 3.10662 -0.15514 3.01344
C -1.55076 1.09536 2.06249
H -0.32406 6.36871 -2.37809
F -6.50020 -2.67416 -2.32357
C 1.30980 0.06432 -2.42242
H -2.84006 -4.74275 -1.80763
C 3.38727 -1.31101 5.13091
C 3.38835 0.54037 -3.65581
H -2.16174 -2.18596 -3.36063
F -4.30918 -2.04413 -2.09852
H -1.03439 -2.34500 -0.66350
C -2.12898 2.30652 2.42881
H -3.16503 2.30477 2.75938
H 4.43801 -2.66385 6.43832
C -1.34663 -2.47528 -2.70061
H 3.15714 0.85266 1.06878
H 1.57576 2.34768 1.38863
N -3.38211 0.79685 -1.05171
C 4.76374 0.45222 -3.82017
H -2.19777 -5.76196 -2.95580
H 6.60904 -0.28584 -3.00752
F -3.81448 -4.00994 -1.00206
C 3.69283 0.83734 2.01931
H 5.23399 0.89337 -4.69223
C -0.20087 1.14227 1.63789
C -3.50200 2.12596 -1.45326
H -0.47851 -4.30095 -1.93007
H 2.77061 1.05456 -4.38427
C -0.61781 4.28009 -1.86835
C 0.53303 2.32859 1.67648
H -5.10437 3.58854 -1.76686
C 5.53554 -0.21070 -2.87338
C 2.19207 -1.98058 4.90285
H -3.36269 0.07092 2.63474
C 3.56580 -0.68636 -1.58440
S -5.82910 1.38176 -0.96889
H 4.73062 0.58988 1.78866
H 0.50789 4.42896 2.11133
H 3.15918 4.02415 -1.45364
N -1.65402 -1.94081 -1.34506
P -5.24278 -3.34579 -1.66757
H -2.49181 -0.74113 1.33706
H -0.59353 -4.21313 -3.67911
H -2.60605 -2.19867 -1.09654
C 2.78478 -0.03237 -2.54042
C 4.93940 -0.77931 -1.75381
H -0.59492 -2.26325 4.36087
C -1.10684 -3.97427 -2.75404
C 3.82201 -0.39855 4.17902
C -4.75675 2.60077 -1.48163
H 1.83910 -2.69848 5.64125
F -4.85198 -4.05175 -3.09131
Te 0.80201 -0.61738 1.03461
N -1.12526 2.13779 -1.35202
H 3.68383 1.84997 2.42678
H -1.89933 4.42056 2.74362
H 2.13316 6.17756 -2.09221
H -3.08576 -4.43325 -3.34231
F -5.50646 -2.64674 -0.24843
C 0.13667 5.42886 -2.08923
O 0.60075 0.37893 -3.36335
H 3.09849 -1.13142 -0.71841
H 1.78779 2.02499 -1.05975
H 4.76012 0.13069 4.33826
C 0.14782 -2.61008 3.63986
C -2.36883 -0.17114 2.25476
H -0.30852 -2.57981 2.65769
N -2.36974 -4.79246 -2.71732
C 1.42678 -1.79033 3.76164
H -1.89906 -0.82346 2.98771
H -0.44979 -1.99512 -3.06479
C -2.23206 2.79662 -1.62372
H 5.13969 -1.04126 6.38002
*
```

Calculated values
LUMO level = -7.57 eV
orbital gap = 6.12 eV
relative energy (zero: lowest compared OMol25 entry of this formula, charge and spin) = 278.3 kJ/mol
energy = -94877.74595 eV

[8]
ORCA calculation (ωB97M-V/def2-TZVPD) on C4H6O2 as an isolated structure.

Geometry as ORCA input:
```
! RIJCOSX wB97M-V def2-TZVPD def2/J DEFGRID3
* xyz 0 1
H -1.59981 -1.20538 0.80463
O 0.12837 1.34021 -0.57028
O -1.01112 -1.13984 -1.15189
H 1.35850 -0.25359 -1.22506
C 0.41105 -0.29205 0.77365
H -1.24032 1.40780 1.11477
H 2.13530 0.87409 -0.10229
C -0.91165 -0.67586 0.15339
H 0.79539 -0.67658 1.71239
H -0.50735 -0.53219 -1.70896
C -0.64333 0.75519 0.48037
C 1.19503 0.38106 -0.34615
*
```

Calculated values
LUMO level = 0.95 eV
orbital gap = 10.29 eV
relative energy (zero: lowest compared OMol25 entry of this formula, charge and spin) = 282.1 kJ/mol
energy = -8337.53715 eV

Here are the calculated F_max numbers, same order: 15.53, 6.70, 2.07, 14.67, 4.68, 4.61, 2.14, 0.29 (eV/Å).